1.
Here is a molecular structure, C8H18AlF6N2O4S from the OMol25 dataset. Energies are from ωB97M-V with the def2-TZVPD basis set.

The LUMO energy is 2.67 eV. The gap between HOMO and LUMO is 9.6 eV. Its HOMO energy is -0.2533 Ha. Its total charge is -1. The strongest force on any atom comes out at 0.017 Eh/bohr. The multiplicity is 1.

CARTESIAN COORDINATES (ANGSTROEM)
1 C 1.16866 -2.51315 0.47160
2 C -0.26440 -2.77396 0.00383
3 C -0.81136 -1.73564 -0.94281
4 F 0.09386 -1.48201 -1.95982
5 N -1.13285 -0.48800 -0.24478
6 O -0.05784 0.40743 -0.17947
7 C 0.11379 0.89562 1.16117
8 C 0.64467 2.31065 1.06443
9 N 1.91747 2.48863 0.39486
10 C 1.89127 2.38496 -1.05998
11 C 2.86810 1.37881 -1.66776
12 C 2.86759 -0.00422 -1.02379
13 O 2.57230 1.21545 -3.06055
14 S -2.45603 0.32564 -0.89077
15 O -2.10083 1.36790 -1.79647
16 O -3.44206 -0.64247 -1.21203
17 F -2.85817 1.00656 0.44210
18 H 1.35546 -1.44864 0.61556
19 H 1.35242 -3.00764 1.42449
20 H 1.89199 -2.87716 -0.25652
21 H -0.95693 -2.84035 0.84250
22 H -0.31081 -3.72689 -0.52955
23 H -1.72811 -2.08300 -1.40753
24 H -0.83253 0.89262 1.70215
25 H 0.80873 0.23801 1.69633
26 H 0.71971 2.68902 2.08802
27 H -0.09415 2.92448 0.54528
28 H 2.62638 1.89768 0.80171
29 H 2.13957 3.36693 -1.48283
30 H 0.88378 2.13115 -1.40406
31 H 3.87443 1.81023 -1.62854
32 H 2.53798 0.01495 0.01509
33 H 2.18844 -0.64957 -1.57918
34 H 3.86143 -0.45234 -1.04122
35 H 1.90209 1.85604 -3.31421
36 F -4.72842 -1.90103 4.09098
37 Al -4.65857 -0.97626 2.68331
38 F -3.39821 -1.55317 1.70302
39 F -4.32640 0.63197 3.07533
40 F -6.12246 -1.07923 1.86013

Atomic forces in eV per Å
C -0.116 0.101 0.121
C 0.229 -0.201 -0.074
C 0.036 0.109 0.401
F 0.040 -0.011 -0.206
N -0.251 0.071 -0.817
O -0.213 -0.258 0.268
C 0.023 0.040 0.153
C -0.036 0.044 0.120
N 0.108 0.103 -0.022
C -0.093 0.156 -0.091
C 0.063 -0.100 -0.143
C 0.071 0.000 -0.097
O 0.106 0.069 -0.047
S -0.180 -0.344 0.080
O -0.001 -0.187 0.390
O 0.212 0.351 -0.050
F -0.144 0.301 -0.270
H -0.078 -0.248 0.013
H 0.030 -0.107 -0.027
H 0.036 0.048 -0.002
H -0.087 0.092 -0.017
H 0.013 -0.045 0.091
H -0.137 0.000 0.129
H -0.044 -0.084 -0.091
H 0.030 0.025 -0.010
H 0.006 0.054 -0.019
H -0.036 0.016 0.058
H 0.063 -0.033 0.009
H -0.024 -0.019 -0.101
H 0.062 -0.066 0.072
H 0.044 -0.011 0.221
H 0.098 0.088 -0.096
H 0.006 0.093 0.113
H 0.037 0.006 -0.077
H -0.042 0.003 -0.002
F 0.021 -0.090 0.123
Al 0.036 -0.030 -0.008
F 0.150 -0.072 -0.030
F 0.074 0.144 0.022
F -0.113 -0.008 -0.086

2.
Here is 2 unconnected molecules or ions with the total composition C4H10O from the OMol25 dataset. Energies are from ωB97M-V with the def2-TZVPD basis set.

The LUMO energy is 0.82 eV. The gap between HOMO and LUMO is 9.9 eV. Its energy above the lowest of the compared OMol25 structures with the same formula, charge and spin is 43.5 kcal per mole. Its HOMO energy is -0.3349 Ha. Its total charge is 0. The strongest force on any atom comes out at 0.036 Eh/bohr. The multiplicity is 1.

CARTESIAN COORDINATES (ANGSTROEM)
1 C 3.20286 -0.77870 -4.12630
2 C 2.41451 -0.82135 -2.81909
3 H 4.25079 -1.05321 -4.02538
4 H 3.24840 0.26750 -4.44362
5 H 2.72413 -1.36931 -4.89132
6 H 2.61289 -0.07777 -2.03921
7 H 1.35258 -0.91051 -3.02430
8 H 2.79640 -1.62489 -2.16942
9 C -4.02599 0.59117 4.44827
10 C -2.86464 0.82798 3.86612
11 O -2.54917 2.10153 3.44285
12 H -4.33849 -0.44071 4.57447
13 H -4.48695 1.31756 5.10439
14 H -2.28732 -0.00605 3.47540
15 H -2.04999 1.97676 2.62714

Atomic forces in eV per Å
C 0.259 1.439 0.597
C 0.932 -0.941 1.158
H -0.048 -0.359 0.127
H -0.175 -0.124 -0.422
H -0.017 -0.204 -0.216
H -0.187 1.007 -0.934
H -0.076 -0.045 0.362
H -0.689 -0.774 -0.672
C 0.295 -0.719 1.611
C -1.138 0.153 -1.471
O 0.817 -0.507 0.301
H 0.211 0.091 0.234
H -0.535 0.350 -0.692
H 0.213 0.278 -0.182
H 0.138 0.354 0.199

3.
Here is a molecular structure, C24H27N3O4S from the OMol25 dataset. Energies are from ωB97M-V with the def2-TZVPD basis set.

The LUMO energy is -0.84 eV. The gap between HOMO and LUMO is 7.8 eV. Its energy above the lowest of the compared OMol25 structures with the same formula, charge and spin is 467.5 kcal per mole. Its HOMO energy is -0.3177 Ha. Its total charge is 0. The strongest force on any atom comes out at 0.262 Eh/bohr. The multiplicity is 1.

CARTESIAN COORDINATES (ANGSTROEM)
1 C 3.75906 3.17839 -0.39518
2 H 4.02310 2.79898 -1.49190
3 H 4.68153 3.93335 -0.23076
4 H 2.83599 3.71268 -0.48149
5 C 3.63264 1.81921 0.33028
6 N 4.60242 0.92122 0.43689
7 S 4.43653 -0.18760 -0.72451
8 O 5.65356 -0.89585 -0.97101
9 O 4.15802 0.62279 -2.22166
10 C 3.13992 -1.05369 -0.36904
11 C 1.79955 -0.60663 -0.88627
12 C 0.65518 -1.44643 -0.55668
13 C 0.96464 -2.69405 0.43849
14 C 2.24703 -2.61502 1.12691
15 C 3.27762 -1.96936 0.51177
16 H 4.21039 -2.12548 1.16000
17 H 2.42910 -3.60103 1.91087
18 N -0.17121 -3.30883 1.05880
19 C -1.24943 -2.92206 0.37691
20 C -1.65884 -2.03052 -0.36787
21 C -0.60749 -1.27728 -1.14837
22 O -0.82724 -0.35845 -1.79671
23 C -3.02641 -1.93984 -0.98658
24 O -3.63648 -3.05504 -1.15910
25 N -3.60777 -0.68432 -1.44906
26 C -3.03246 0.41865 -0.69476
27 C -4.19832 1.06493 -0.09272
28 C -3.81161 2.59010 0.52142
29 C -4.88596 3.21629 1.22273
30 C -6.11077 2.86523 1.10017
31 C -6.49923 1.84873 0.33475
32 C -5.58474 0.87692 -0.30531
33 C -5.92659 -0.32444 -0.85700
34 C -4.90371 -0.89639 -1.90247
35 H -5.12861 -1.81205 -2.31232
36 H -4.76546 0.18297 -2.63835
37 H -6.88852 -0.22373 -1.55416
38 H -6.07857 -1.14546 0.12502
39 H -7.57126 1.50859 0.32923
40 H -7.01582 3.67140 1.55670
41 H -4.43117 4.08773 1.76834
42 H -2.94187 2.76870 0.85044
43 H -2.46527 0.15130 0.11706
44 H -2.66188 0.81794 -1.45732
45 H -2.26153 -3.60134 0.72074
46 C 0.18607 -4.35593 1.95826
47 H -0.84412 -4.89041 2.18042
48 H 0.87881 -5.18700 1.66727
49 H 0.40326 -3.77776 2.81276
50 H 1.58193 -0.01908 -1.64605
51 C 6.02658 1.36566 0.78646
52 C 6.91292 2.02320 -0.26678
53 H 6.71147 3.02721 -0.58578
54 H 6.97625 1.27441 -1.00740
55 H 8.01738 2.00776 0.28813
56 H 6.49201 0.45716 1.32514
57 H 5.89311 1.88157 1.65837
58 H 3.50130 2.35843 1.57313
59 H 2.70499 1.55361 0.30916

Atomic forces in eV per Å
C 3.761 -0.768 -4.066
H -0.728 1.085 1.731
H -2.249 -1.926 0.511
H -0.508 0.231 0.371
C 1.392 9.849 6.254
N 4.283 -2.635 -0.161
S 4.152 6.266 -10.900
O 0.336 -1.272 1.835
O -0.124 -2.853 6.319
C -6.655 3.251 -3.752
C 0.137 -7.233 4.247
C 7.053 -3.165 2.758
C 0.229 5.269 1.245
C -3.344 -5.762 -0.096
C 2.439 -3.751 6.668
H -0.724 0.454 -1.825
H -0.126 3.480 -2.182
N 4.916 1.893 -4.651
C -5.318 -9.729 7.655
C -0.411 6.513 -7.689
C -1.229 -2.870 5.756
O -1.201 5.061 -5.522
C -3.051 -2.576 -1.048
O 1.547 3.426 0.494
N 5.339 -8.582 3.502
C -7.032 -2.893 2.757
C -0.681 8.535 1.156
C -10.124 -6.443 -1.321
C 10.045 2.405 -0.596
C -8.598 2.812 1.248
C -1.136 -4.484 -1.699
C 3.327 5.396 3.896
C -4.107 -6.896 -2.093
C -0.738 8.969 -0.012
H -0.117 -1.729 -1.072
H -1.834 -3.252 0.562
H 1.364 -0.499 2.055
H 0.021 1.918 -3.049
H 1.037 0.732 -0.283
H 2.681 -2.786 -1.150
H -1.425 -0.633 -0.173
H 6.895 1.445 1.663
H 2.044 -1.040 1.224
H 4.078 5.250 -4.994
H 2.731 1.460 -0.606
C -4.554 -2.421 0.662
H 2.006 0.852 -0.184
H -0.321 1.328 -0.166
H 0.992 -0.353 1.568
H -0.039 3.526 -3.248
C -0.337 -2.781 -0.077
C 2.834 -1.245 3.108
H -0.412 0.165 -0.155
H 0.291 -0.200 -1.525
H -2.672 0.264 -1.524
H -0.316 0.874 -1.815
H -0.746 2.342 1.951
H 0.338 -1.711 -2.643
H -5.412 -2.560 -0.918

4.
Here is 2 unconnected molecules or ions with the total composition C11H22OS from the OMol25 dataset. Energies are from ωB97M-V with the def2-TZVPD basis set.

The LUMO energy is 0.73 eV. The gap between HOMO and LUMO is 8.6 eV. Its energy above the lowest of the compared OMol25 structures with the same formula, charge and spin is 0.0 kcal per mole. Its HOMO energy is -0.2888 Ha. Its total charge is 0. The strongest force on any atom comes out at 0.096 Eh/bohr. The multiplicity is 1.

CARTESIAN COORDINATES (ANGSTROEM)
1 C -1.04056 -0.80091 -0.79536
2 C -2.92308 -1.48450 0.49395
3 C -2.95256 0.85089 -0.50553
4 C 0.92867 -2.20820 1.16174
5 C 2.77596 -0.46662 1.46610
6 C 0.72095 1.85704 -2.05355
7 C 0.72267 2.30386 0.37975
8 C -2.04001 -0.21644 0.16041
9 C 1.32390 -0.68025 1.06353
10 C 1.32229 1.35501 -0.67034
11 C 1.09514 -0.11571 -0.34368
12 O -1.04705 -1.39674 -1.84674
13 S 1.98061 -1.15536 -1.51704
14 H -3.72336 -1.08197 1.29817
15 H -2.25314 -2.18387 1.03355
16 H -3.48850 -1.94179 -0.30064
17 H -3.63046 1.03658 0.28842
18 H -2.45409 1.68866 -0.82852
19 H -3.30691 0.38659 -1.46064
20 H -0.02627 -2.48196 0.82910
21 H 1.19526 -2.50539 2.08372
22 H 1.52819 -2.72436 0.52785
23 H 2.74977 0.51062 2.04234
24 H 3.29094 -0.32861 0.54719
25 H 3.37452 -1.23709 1.98774
26 H 0.51031 2.90093 -2.04442
27 H 1.34416 1.71682 -2.97204
28 H -0.09696 1.25314 -2.14053
29 H 0.93817 3.25059 0.02526
30 H -0.35340 1.96795 0.52110
31 H 1.15720 2.06575 1.25968
32 H -1.71381 0.30751 1.12767
33 H 0.85150 -0.11811 1.91755
34 H 2.36470 1.40511 -0.62009
35 H 0.87521 -1.72916 -2.11572

Atomic forces in eV per Å
C 4.431 1.689 -1.385
C -0.764 1.958 3.600
C 0.387 -3.375 -1.098
C -0.050 3.836 -1.222
C 0.544 1.200 0.705
C 3.533 -0.597 0.242
C -2.138 -3.204 -1.894
C -1.597 -0.745 -0.147
C -0.930 -0.854 1.216
C -2.013 0.414 -0.414
C -2.893 -1.630 -0.670
O -1.329 0.932 2.619
S -0.553 -0.127 -0.755
H 1.650 -1.133 -1.683
H -0.728 0.016 -0.411
H 0.251 0.023 -0.527
H -1.300 0.517 0.025
H 1.357 2.194 -0.266
H -0.633 0.408 1.035
H -1.782 0.000 0.090
H 0.256 -1.239 3.511
H 2.115 -1.478 -2.005
H 0.838 -1.163 -0.562
H 1.057 0.407 -0.619
H -0.900 0.196 0.140
H -0.458 0.733 0.330
H -0.219 -0.302 0.944
H -2.667 -1.124 -0.744
H -0.241 2.185 -0.075
H 0.924 1.245 -0.442
H 1.555 -0.135 3.142
H 0.540 -1.487 -1.483
H -0.779 -0.478 -1.288
H 1.936 0.733 -0.248
H 0.601 0.383 0.339